Here is a molecular structure, C10H32BN3P2Zn from OMol25. Energies are from wB97M-V/def2-TZVPD.

Values from the calculation:
Multiplicity = 2
DFT total energy = -83021.8242 eV
Net charge = +1
Expectation value of S² = 0.753
HOMO (alpha / beta) = -7.7926 / -9.5724 eV
Gap between HOMO and LUMO (alpha / beta) = 5.12 / 6.93 eV

```
49
C10H32BN3P2Zn, DFT wB97M-V/def2-TZVPD
Zn 0.24 -0.02 0.20
H 3.08 0.34 -3.67
H -1.10 -0.09 -1.10
P 0.67 -2.35 -0.30
P 0.64 2.30 -0.27
C 2.29 3.04 -0.07
H 2.23 4.14 -0.12
H 2.71 2.75 0.90
H 2.95 2.68 -0.87
C 0.11 3.07 -1.82
H -0.98 3.13 -1.87
H 0.51 4.09 -1.90
H 0.49 2.49 -2.67
C -0.31 3.27 0.94
H 0.02 3.04 1.96
H -0.18 4.34 0.76
H -1.37 3.02 0.85
C 1.24 -2.98 -1.91
H 1.27 -4.08 -1.91
H 0.58 -2.65 -2.71
H 2.25 -2.60 -2.09
C 1.87 -3.13 0.83
H 1.56 -2.97 1.86
H 1.94 -4.22 0.65
H 2.86 -2.68 0.67
C -0.79 -3.38 0.03
H -1.58 -3.17 -0.70
H -0.53 -4.45 -0.04
H -1.17 -3.18 1.04
H -2.24 -0.98 -1.89
H -2.30 0.74 -1.88
H -0.75 0.99 -3.70
H -0.46 -1.08 -3.59
B -0.90 -0.06 -3.23
N -1.70 -0.10 -1.96
H 2.69 0.76 -4.12
H 1.71 -0.04 -0.52
C 0.24 0.54 3.52
C -1.00 0.11 2.80
N -1.22 -0.13 1.50
C -2.56 -0.50 1.38
C -3.14 -0.49 2.61
N -2.13 -0.09 3.49
H 0.09 1.55 3.96
H 0.50 -0.14 4.35
H 1.05 0.56 2.77
H -3.02 -0.77 0.42
H -4.14 -0.70 2.92
H -2.20 0.10 4.49
```